1.
DFT (wB97M-V/def2-TZVPD) results for one molecule with the formula C5H10O.

Values from the calculation:
* ΔE to the lowest compared entry with this formula, charge and spin: 24.5 kcal/mol
* electronic energy: -7393.7050 eV
* HOMO-LUMO gap: 10.553 eV
* spin multiplicity: 1
* lowest unoccupied orbital energy: 1.00 eV
* SMILES: CC1(C)CCO1

Structure (XYZ):
```
16
Properties=species:S:1:pos:R:3:forces:R:3:nbo_charge:R:1
O -0.352229 0.810752 -1.144911 -0.08 0.11 -0.05 -0.538
C 0.113845 0.232289 0.113633 0.15 -0.07 0.23 0.266
C -0.677998 0.651392 1.354030 -0.02 -0.01 -0.08 -0.632
C -0.239106 -1.172432 -0.419280 0.07 -0.22 0.01 -0.452
C 1.592726 0.546780 0.301496 0.00 -0.02 -0.04 -0.627
C -0.923522 -0.444085 -1.567880 -0.18 -0.21 -0.15 -0.060
H -1.750881 0.449481 1.261867 0.17 0.04 -0.11 0.214
H -0.841839 -1.865383 0.169016 0.12 0.21 0.20 0.210
H -0.301942 0.071818 2.208811 -0.09 0.09 -0.17 0.212
H 1.729558 1.597725 0.585430 -0.07 -0.17 -0.07 0.215
H -0.537099 1.711755 1.596056 -0.03 -0.16 -0.19 0.216
H -0.622060 -0.856506 -2.541617 0.16 0.74 -0.03 0.171
H 2.130294 0.378697 -0.636458 -0.05 -0.05 0.15 0.219
H 0.659621 -1.674398 -0.784071 -0.11 -0.12 0.13 0.206
H -2.016610 -0.363715 -1.585409 0.08 -0.23 0.31 0.169
H 2.037242 -0.074171 1.089286 -0.12 0.07 -0.13 0.211
```
Positions in Å, forces in eV/Å.

=====

2.
DFT (wB97M-V/def2-TZVPD) results for C18H40N5OOsP3 as an isolated structure at a distorted geometry.

Values from the calculation:
* ΔE to the lowest compared entry with this formula, charge and spin: 60.3 kcal/mol
* electronic energy: -59099.4055 eV
* HOMO-LUMO gap (spin up / spin down): 4.981 / 5.707 eV
* spin multiplicity: 5
* lowest unoccupied orbital energy (spin up / spin down): -13.36 / -14.81 eV
* charge: +4
* ⟨S²⟩: 6.048

Structure (XYZ):
```
68
Properties=species:S:1:pos:R:3:forces:R:3:nbo_charge:R:1
Os 0.470943 0.041730 -0.169840 0.08 0.19 1.64 0.562
P 0.174532 -0.012088 2.138333 -0.22 -0.65 2.88 1.068
P -1.883583 0.047621 -0.478206 -1.78 0.77 -0.42 1.069
P 0.813036 1.965978 -1.297450 0.25 2.44 -1.83 1.246
O -1.477493 -0.190905 -5.203711 -1.17 -2.57 -1.13 -0.449
N 1.989642 -2.407195 -0.123331 -0.17 -0.87 0.30 -0.104
N 4.201030 -2.223045 0.434800 -1.59 1.63 -0.07 -0.192
N 3.440606 -4.388335 -0.192725 -0.25 1.01 -0.15 -0.567
N 2.232894 -1.129164 0.367112 0.06 1.12 -0.34 -0.511
N 3.193623 -3.050863 0.120023 0.61 -1.05 0.15 0.182
C -2.627792 -0.031308 -2.155252 0.51 -0.09 -0.60 -0.948
C 1.054049 -0.910044 -1.808658 0.07 -1.16 -2.19 -0.660
C 0.512857 3.367062 -0.178080 -0.20 -0.25 0.34 -0.957
C 1.457887 -2.318056 -1.524862 1.01 -1.67 -0.35 -0.283
C 2.558581 2.241879 -1.808696 0.05 -0.70 0.33 -0.950
C -0.143737 2.334669 -2.816000 -0.22 -0.27 0.10 -0.967
C -2.679395 1.559261 0.228785 0.26 0.18 0.09 -0.921
C -3.811430 -2.665398 -5.735930 0.07 -0.68 0.23 -0.082
C -2.898100 -1.817366 -6.334269 -0.84 0.83 -0.22 -0.032
C -1.853797 -1.344243 -5.455297 2.00 2.46 1.19 0.527
C -1.127433 0.919110 3.016457 -0.25 0.12 -0.37 -0.937
C -2.323931 -3.073423 -3.837984 0.59 -0.89 -0.36 0.054
C 1.742503 0.660037 2.774028 0.30 0.10 -0.18 -0.941
C -2.788455 -1.322295 0.346678 0.42 -0.30 0.23 -0.950
C -3.564218 -3.204240 -4.427899 -0.86 -0.27 -0.45 -0.149
C 0.058632 -1.737158 2.725866 0.01 -0.12 -0.18 -0.940
C 3.562717 -1.039349 0.557403 1.54 -0.88 -0.19 0.196
C -1.234857 -2.476909 -4.633671 0.11 0.59 -0.15 -0.577
H 0.999571 4.263246 -0.582148 -0.05 -0.19 0.01 0.311
H -0.558144 3.562566 -0.081783 0.24 0.09 -0.01 0.264
H -2.094362 0.409161 2.926709 0.23 0.10 0.04 0.261
H 2.128796 1.409212 2.065804 0.09 -0.07 0.38 0.243
H -2.141770 -2.206167 0.425228 -0.26 0.06 0.02 0.249
H -0.179057 1.492061 -3.519498 0.20 0.13 0.20 0.270
H 1.943603 -0.359985 -2.155072 -0.25 -0.07 -0.10 0.267
H -3.037456 -1.036135 -2.331678 0.06 0.32 0.17 0.241
H 2.694450 3.299542 -2.083682 -0.20 -0.33 0.07 0.304
H -3.441791 1.932814 -0.469417 0.26 -0.12 0.24 0.287
H -1.931637 2.343056 0.401970 -0.44 -0.21 -0.02 0.241
H 0.667071 -3.068409 -1.592001 -0.14 0.30 -0.08 0.219
H -0.770991 -2.247844 2.216227 0.26 0.07 0.24 0.254
H -0.884286 0.994248 4.086109 0.11 -0.09 -0.30 0.306
H -1.179512 2.587259 -2.557358 0.20 0.04 0.01 0.261
H -0.734449 -3.214700 -5.288275 -0.33 0.02 0.08 0.329
H -0.128909 -1.765286 3.807556 0.02 0.15 -0.20 0.303
H 4.111952 -0.094847 0.697440 -0.38 -0.73 0.32 0.262
H -3.441551 0.705467 -2.238612 0.25 -0.33 0.08 0.289
H -3.122916 -1.028915 1.351568 0.20 -0.13 -0.26 0.276
H 1.581660 1.132666 3.748020 -0.04 0.03 -0.16 0.304
H 2.828041 1.600744 -2.659459 -0.08 0.24 0.17 0.271
H -1.217178 1.927439 2.589565 0.03 -0.22 0.30 0.263
H 4.296100 -4.645248 0.294326 0.16 -0.03 -0.17 0.435
H 0.316927 -0.962799 -2.613565 0.00 0.46 0.02 0.242
H -0.460062 -1.948765 -4.100695 0.28 -0.37 0.60 0.245
H -4.358080 -3.795668 -3.944394 0.41 0.37 -0.23 0.290
H -2.076198 -3.550315 -2.881210 -0.38 0.30 -0.25 0.247
H 3.233655 2.009221 -0.972167 -0.10 0.14 -0.22 0.259
H 0.935947 3.146640 0.810193 -0.05 0.22 -0.13 0.257
H -3.008295 -1.359046 -7.313576 -0.11 -0.32 -0.15 0.302
H -3.160155 1.318637 1.185376 0.11 0.09 -0.34 0.279
H 2.479816 -0.143535 2.891403 -0.22 0.22 -0.06 0.282
H 0.307311 3.189682 -3.340412 -0.04 -0.16 0.27 0.304
H 2.244756 -2.626308 -2.235243 -0.15 -0.03 0.29 0.266
H -3.678475 -1.598150 -0.240671 0.33 0.26 0.18 0.285
H 2.684390 -5.024287 0.057608 -0.09 0.42 0.19 0.410
H 1.000879 -2.265683 2.522081 -0.34 0.16 0.01 0.271
H -1.903068 0.165995 -2.955453 -0.20 0.08 0.25 0.261
H -4.706560 -2.949940 -6.287847 -0.01 0.10 0.24 0.299
```
Positions in Å, forces in eV/Å.